Entry 1:
A structure of composition C8H24AgFO8 in a non-equilibrium geometry. Source: the Open Molecules 2025 dataset; level of theory: ωB97M-V/def2-TZVPD.

```
! wB97M-V def2-TZVPD RIJCOSX def2/J DEFGRID3
* xyz 0 1
Ag -0.07141 -2.16516 -2.44504
F -0.59597 -0.93882 -0.47524
C 1.50026 1.40700 0.99835
C 2.87814 1.88426 1.39761
O 2.98749 3.27959 1.07146
O 1.31990 1.16518 -0.38851
H 0.77287 2.10135 1.44080
H 1.22224 0.52815 1.59748
H 3.67727 1.39353 0.83866
H 2.98198 1.82715 2.48311
H 3.85654 3.50702 0.74261
H 0.57246 0.54521 -0.39042
C 3.57201 -3.16768 0.30923
C 2.62733 -1.98521 0.34976
O 1.33379 -2.47064 0.73522
O 3.47867 -3.92637 1.49979
H 4.63678 -2.93759 0.23803
H 3.37797 -3.78326 -0.58261
H 2.56987 -1.41108 -0.57702
H 2.92309 -1.32022 1.16521
H 0.63313 -1.85646 0.44588
H 2.53793 -4.05992 1.68187
C -3.45459 -0.56607 1.80030
C -3.49309 -2.08650 1.55132
O -2.73475 -2.46565 0.42989
O -2.14661 -0.11528 2.07593
H -4.04716 -0.51687 2.71738
H -3.90145 0.03651 1.00932
H -4.54071 -2.38685 1.47473
H -3.08495 -2.55559 2.45264
H -2.08445 -1.78680 0.19763
H -1.59389 -0.11704 1.28572
C -1.22331 1.92254 -2.55219
C -2.20422 3.02853 -2.87141
O -1.56777 4.08335 -3.61856
O -2.06269 0.86605 -2.03169
H -0.58002 2.30250 -1.75786
H -0.63522 1.58391 -3.40426
H -2.60456 3.58577 -2.01426
H -3.13208 2.64610 -3.31256
H -2.21739 4.55886 -4.13972
H -1.48347 0.36650 -1.42856
*
```

Results
**Energy above the lowest of the compared OMol25 structures with the same formula, charge and spin**: 91.0 kJ/mol
**E_tot**: -1167.83560 Ha

=====

Entry 2:
A cluster of 2 separate species, C4H4BrClF2O2 in total in a non-equilibrium geometry. Source: the Open Molecules 2025 dataset; level of theory: ωB97M-V/def2-TZVPD.

```
! wB97M-V def2-TZVPD RIJCOSX def2/J DEFGRID3
* xyz 0 1
C -0.24122 -3.19200 0.26216
C -2.15890 0.55480 -0.83829
C 1.92015 1.47080 0.78337
C 0.62329 0.69301 0.48289
O 0.14869 -3.77000 1.13607
O -0.71566 -2.66356 -0.67521
F 2.47108 0.83556 1.83288
F 0.87705 -0.51649 -0.10204
Cl 3.23464 1.63973 -0.44812
Br -0.48668 1.55002 -0.99806
H -3.10432 1.16281 -1.13868
H -2.25182 -0.03319 0.14183
H -2.00861 -0.28370 -1.65207
H 1.69231 2.55221 1.21328
*
```

Results
**Energy above the lowest of the compared OMol25 structures with the same formula, charge and spin**: 41.6 kJ/mol
**E_tot**: -3539.09940 Ha

=====

Entry 3:
A structure of composition CH4N3OP in a non-equilibrium geometry. Source: the Open Molecules 2025 dataset; level of theory: ωB97M-V/def2-TZVPD.

```
! wB97M-V def2-TZVPD RIJCOSX def2/J DEFGRID3
* xyz 0 1
C -3.38888 0.25701 0.00290
N -2.26706 0.59120 -0.16529
N 0.68037 1.22715 0.16700
N 0.05581 -1.19367 0.49549
O -4.52166 -0.04406 0.02417
P -0.27342 0.29656 1.12997
H 0.67310 2.22347 0.32040
H 0.77979 0.98851 -0.81098
H -0.45787 -1.95760 0.90612
H 0.15941 -1.29339 -0.50849
*
```

Results
**Energy above the lowest of the compared OMol25 structures with the same formula, charge and spin**: 0.0 kJ/mol
**E_tot**: -621.38272 Ha

=====

Entry 4:
A structure of composition C2BrI3O in a non-equilibrium geometry. Source: the Open Molecules 2025 dataset; level of theory: ωB97M-V/def2-TZVPD.

```
! wB97M-V def2-TZVPD RIJCOSX def2/J DEFGRID3
* xyz 0 1
C 0.70370 -0.06832 1.06927
C -0.58427 0.16608 -0.63265
O 0.16300 -0.17832 2.06856
Br 2.51494 -0.27712 0.50625
I 0.45426 0.03722 -2.44851
I -1.62422 -1.65108 -0.23240
I -1.62741 1.97156 -0.33051
*
```

Results
**Energy above the lowest of the compared OMol25 structures with the same formula, charge and spin**: 165.9 kJ/mol
**E_tot**: -3618.46064 Ha

=====

Entry 5:
A structure of composition C22H38BeF4N2Si. Source: the Open Molecules 2025 dataset; level of theory: ωB97M-V/def2-TZVPD.

```
! wB97M-V def2-TZVPD RIJCOSX def2/J DEFGRID3
* xyz 0 1
Be -0.58416 -1.14652 0.04269
C -1.70253 -2.87740 -1.51512
N -2.05581 -2.13266 -0.28711
C -3.38296 -1.52710 -0.45790
C -2.08082 -3.04362 0.88400
C -0.65292 -3.43093 1.20404
N 0.13957 -2.24081 0.92068
C 1.45614 -2.37818 1.38765
C 2.48415 -2.84188 0.57706
F 2.22700 -3.17749 -0.69547
C 3.78328 -2.94380 1.04317
F 4.74189 -3.36395 0.20577
C 4.10030 -2.62252 2.34508
C 3.08105 -2.20322 3.17793
F 3.34705 -1.89996 4.45550
C 1.78527 -2.09359 2.71303
F 0.81899 -1.70484 3.55560
H -2.45340 -3.64556 -1.72346
H -1.66391 -2.18199 -2.35259
H -0.72307 -3.33800 -1.39899
H -4.13253 -2.30767 -0.62402
H -3.64505 -0.97156 0.44191
H -3.37998 -0.84975 -1.30697
H -2.50233 -2.47320 1.71319
H -2.72901 -3.90365 0.68558
H -0.58570 -3.73572 2.25384
H -0.32694 -4.29277 0.60260
H 5.11475 -2.70500 2.70739
C -1.06050 3.27617 -2.11924
C -1.45730 1.87215 -1.64228
C -2.81904 2.02270 -0.94739
C -1.68680 0.99809 -2.88721
Si -0.16321 1.01150 -0.45064
C -0.29387 1.82670 1.32055
C 0.95119 1.47776 2.14686
C -0.45631 3.35083 1.34089
C -1.48143 1.19859 2.06986
C 1.62582 1.27686 -1.18429
C 2.60194 0.27551 -0.55264
C 2.19071 2.69056 -0.99103
C 1.64987 0.95635 -2.68674
H -1.87029 3.69939 -2.72663
H -0.16505 3.27119 -2.73803
H -0.88738 3.95951 -1.28599
H -3.56255 2.37268 -1.67358
H -2.79139 2.75141 -0.13765
H -3.18382 1.08350 -0.53325
H -2.54369 1.37647 -3.45734
H -1.89545 -0.04175 -2.62337
H -0.82831 0.99096 -3.55595
H 1.84961 1.97353 1.78040
H 1.13449 0.40213 2.16126
H 0.80191 1.79478 3.18586
H 0.37027 3.85585 0.83957
H -0.47671 3.70682 2.37842
H -1.38255 3.68245 0.87017
H -1.35021 0.11530 2.17896
H -2.43945 1.38378 1.58419
H -1.54081 1.61298 3.08354
H 2.62098 0.30210 0.53608
H 3.61975 0.47715 -0.90899
H 2.34547 -0.73653 -0.86691
H 2.37028 2.92146 0.05932
H 1.53695 3.46403 -1.39415
H 3.15526 2.77275 -1.50695
H 1.20384 -0.01905 -2.90157
H 2.69039 0.92079 -3.03053
H 1.13911 1.70590 -3.28867
*
```

Results
**E_tot**: -1674.34613 Ha

=====

Entry 6:
A structure of composition C24H38AlBr2Cl2CsF8LiMgN3O15S in a non-equilibrium geometry. Source: the Open Molecules 2025 dataset; level of theory: ωB97M-V/def2-TZVPD.

```
! wB97M-V def2-TZVPD RIJCOSX def2/J DEFGRID3
* xyz 0 1
C -3.48788 2.30566 0.84566
C -2.40721 1.24528 0.49277
O -2.94212 -0.01503 0.05174
C -1.96512 -0.73506 -0.64622
C -0.91392 -1.47940 0.26546
C 0.59865 -1.10390 0.03914
Br 1.01296 0.77224 0.52189
Br 1.09030 -1.22551 -1.93178
C 1.63185 -1.99708 0.80138
C 1.06188 -3.27220 1.47362
C 0.32382 -3.03661 2.86135
N 0.48241 -1.68664 3.40719
C 2.31011 -4.15942 1.80511
C 3.28847 -3.50313 2.80760
F 4.47683 -3.13955 2.14089
O 0.23953 -4.08891 0.59286
S -1.04214 -3.30518 -0.00419
O -2.23323 -3.80819 0.60829
O -1.06708 -3.56925 -1.43447
H -2.95556 3.09470 1.41561
H -4.29188 1.93206 1.49631
H -3.86251 2.79537 -0.07371
H -1.71325 1.66216 -0.26878
H -1.81798 1.03055 1.40931
H -2.53705 -1.52753 -1.17504
H -1.49766 -0.09162 -1.43919
H -1.16173 -1.30341 1.33163
H 2.39918 -2.29794 0.05732
H 2.17965 -1.38774 1.53642
H 0.72843 -3.76335 3.58741
H -0.76705 -3.23328 2.78012
H 0.82876 -1.68532 4.35947
H -0.39840 -1.18247 3.35334
H 2.84596 -4.35460 0.85531
H 1.94208 -5.11920 2.21315
H 2.90981 -2.59635 3.30590
H 3.54031 -4.27880 3.54815
Cl 3.19437 -0.45966 -3.23386
Li 3.41466 0.54417 -5.31210
Mg -0.44122 -0.23003 -3.32237
O 5.96047 -6.32554 5.59161
Cl 4.55688 -6.56785 5.81591
O 4.32654 -7.98677 5.96600
O 3.79562 -6.07409 4.68488
O 4.13392 -5.88422 7.01421
C -5.09755 6.12331 -1.73155
C -3.64777 6.40444 -1.42272
O -2.79008 6.42004 -2.29688
N -3.31496 6.63998 -0.12953
C -4.18655 6.65445 1.03339
H -5.20737 5.95483 -2.79973
H -5.43076 5.22891 -1.20234
H -5.71630 6.97622 -1.44967
H -2.33219 6.82133 0.00691
H -4.12717 7.63480 1.50812
H -3.82465 5.89937 1.73300
H -5.21858 6.44376 0.77257
C 4.16739 -12.22483 1.86937
C 4.58186 -10.96061 1.89622
C 4.39891 -10.11672 3.10428
O 4.77034 -8.96846 3.13515
C 3.73921 -10.73699 4.27836
C 3.32512 -12.00350 4.24844
C 3.50730 -12.84456 3.04420
O 3.13194 -14.00088 3.01502
H 4.29089 -12.85629 0.99809
H 5.06632 -10.49158 1.04873
H 3.61708 -10.10320 5.14910
H 2.84096 -12.47332 5.09514
F -0.60612 1.00623 6.02226
Al -1.85725 1.66119 5.03499
F -3.05534 2.38187 6.03836
F -2.55727 0.39101 4.07114
F -1.18070 2.85417 3.97339
C -0.81361 9.44896 -3.38210
C -1.28750 10.23950 -4.59125
O -2.49454 10.96146 -4.38049
C -2.44833 12.22201 -3.71715
O -1.57370 13.03102 -4.22820
C -2.29455 12.09602 -2.15068
F -2.99248 11.04154 -1.69211
F -2.80482 13.17861 -1.54460
F -1.03769 11.95497 -1.72397
H -1.65069 8.98621 -2.85940
H -0.11538 8.66953 -3.69324
H -0.28354 10.08306 -2.67521
H -1.52932 9.51875 -5.37623
H -0.49363 10.87139 -4.99774
H -3.51550 12.53372 -3.79948
C 1.70828 -3.03697 -8.45278
N 2.07167 -1.76337 -7.78042
O 2.37199 -1.82479 -6.60356
O 2.03887 -0.76028 -8.45700
H 1.78090 -3.84979 -7.73050
H 0.68740 -2.93790 -8.81686
H 2.40858 -3.18654 -9.27305
Cs -0.78956 -4.09944 -8.31303
*
```

Results
**E_tot**: -9965.34474 Ha

=====

no.,gap between HOMO and LUMO (eV)
1,6.7
2,8.3
3,9.0
4,7.8
5,8.3
6,0.9